[1]
Below is a cluster of 9 separate species, C33H57N3O18 in total, with properties calculated with the ωB97M-V functional and the def2-TZVPD basis.

ORCA input file:
```
! RIJCOSX wB97M-V def2-TZVPD def2/J DEFGRID3
* xyz 0 1
C 9.48 10.82 24.15
C 9.07 9.35 24.42
C 9.19 8.36 23.26
O 10.25 7.60 23.66
C 10.69 7.88 24.84
O 11.57 7.35 25.46
O 9.99 8.91 25.32
H 9.50 11.43 25.00
H 8.73 11.31 23.47
H 10.32 10.83 23.50
H 7.95 9.31 24.50
H 9.39 8.86 22.34
H 8.31 7.73 23.16
C 15.89 15.58 14.45
C 16.34 16.54 15.55
C 15.68 17.91 15.63
O 15.11 17.83 16.91
C 15.16 16.62 17.45
O 14.60 16.30 18.55
O 15.90 15.91 16.66
H 16.42 15.84 13.48
H 14.87 15.79 14.38
H 15.83 14.53 14.68
H 17.38 16.55 15.78
H 14.83 17.96 14.94
H 16.36 18.69 15.40
C 5.50 9.02 22.71
C 5.44 9.72 21.34
C 5.35 11.32 21.32
O 6.63 11.76 21.16
C 7.47 10.76 20.78
O 8.64 10.90 20.44
O 6.79 9.59 20.84
H 6.41 9.39 23.17
H 5.56 7.95 22.60
H 4.56 9.14 23.30
H 4.68 9.35 20.63
H 4.83 11.67 22.20
H 4.74 11.69 20.48
C 9.21 13.48 18.43
O 10.07 12.49 17.98
C 9.62 11.33 17.51
O 8.25 11.24 17.23
O 10.47 10.42 17.16
C 9.96 9.42 16.32
H 9.75 14.34 18.13
H 9.13 13.45 19.50
H 8.20 13.53 17.98
H 9.64 9.89 15.40
H 9.22 8.86 16.85
H 10.97 9.04 16.10
C 8.96 13.85 22.96
O 10.32 13.55 22.74
C 10.97 14.55 22.14
O 10.50 15.91 21.85
O 12.22 14.18 21.77
C 12.73 14.75 20.62
H 8.50 14.84 22.73
H 8.78 13.84 24.06
H 8.28 13.15 22.60
H 12.66 15.92 20.57
H 12.11 14.39 19.79
H 13.80 14.50 20.41
C 3.93 9.33 26.28
O 3.76 10.77 26.13
C 4.71 11.44 25.50
O 5.98 11.09 25.26
O 4.26 12.67 25.14
C 5.16 13.67 24.60
H 4.15 8.80 25.42
H 2.98 8.98 26.64
H 4.56 8.98 27.09
H 4.62 14.54 24.10
H 5.77 13.31 23.74
H 5.80 14.16 25.37
C 6.95 16.13 20.65
C 8.15 16.60 19.95
C 8.58 18.04 20.46
C 7.50 18.98 20.58
N 6.68 19.77 20.68
H 6.02 16.58 20.31
H 7.05 16.30 21.73
H 6.74 15.10 20.50
H 8.07 16.68 18.89
H 8.90 15.91 20.11
H 9.33 18.53 19.76
H 9.12 17.92 21.34
C 11.65 10.48 20.88
C 13.07 10.09 21.38
C 13.31 9.57 22.78
C 14.68 9.10 22.96
N 15.76 8.70 23.08
H 10.88 9.95 21.54
H 11.50 10.30 19.78
H 11.42 11.57 20.88
H 13.72 10.98 21.19
H 13.42 9.29 20.67
H 12.52 8.79 22.98
H 13.00 10.21 23.58
C 13.71 10.54 17.80
C 13.34 12.00 18.07
C 14.57 12.86 17.68
C 15.50 13.02 18.82
N 16.24 13.16 19.75
H 14.15 10.05 18.62
H 14.33 10.51 16.91
H 12.83 9.99 17.51
H 13.04 12.04 19.15
H 12.59 12.23 17.32
H 14.16 13.83 17.50
H 15.18 12.53 16.79
*
```

Computed properties:
SMILES: C[C@H]1COC(=O)O1.C[C@H]1COC(=O)O1.C[C@H]1COC(=O)O1.COC(=O)OC.COC(=O)OC.COC(=O)OC.CCCC#N.CCCC#N.CCCC#N
largest force on an atom: 9.456 eV Å⁻¹
Kohn-Sham gap: 10.3567 eV
DFT total energy: -2809.929476 hartree
ΔE to the lowest compared entry with this formula, charge and spin: 1.369 eV
highest occupied orbital energy: -10.23 eV

Here are the Löwdin charges for atoms 1 to 6, given in e:
1 C 0.018
2 C -0.319
3 C -0.110
4 O 0.108
5 C -0.603
6 O 0.161

=====

[2]
Below is a structure of composition C6H15InNO10P2, with properties calculated with the ωB97M-V functional and the def2-TZVPD basis.

ORCA input file:
```
! RIJCOSX wB97M-V def2-TZVPD def2/J DEFGRID3
* xyz -3 1
In -1.83 0.02 1.17
P -3.06 2.28 -0.45
O -1.75 2.61 0.40
O -3.75 3.42 -1.19
O -4.01 1.65 0.67
O -2.61 0.99 -1.23
P -0.95 -2.87 1.90
O 0.08 -4.00 1.91
O -0.44 -1.47 2.49
O -2.24 -3.25 2.62
O -1.30 -2.46 0.41
C 1.00 0.76 3.64
O 0.56 1.30 2.40
C 1.64 1.53 1.52
C 1.11 1.63 0.10
N 0.84 0.29 -0.44
C 0.27 0.42 -1.79
C -0.33 -0.84 -2.36
O 0.45 -2.02 -2.28
C 1.29 -2.33 -3.36
H 1.69 -0.07 3.49
H 0.18 0.31 4.19
H 1.45 1.59 4.20
H 2.43 0.79 1.67
H 2.07 2.51 1.77
H 1.92 2.07 -0.51
H 0.26 2.31 0.02
H 1.73 -0.18 -0.55
H 1.05 0.70 -2.53
H -0.45 1.24 -1.75
H -0.56 -0.61 -3.41
H -1.27 -1.03 -1.84
H 1.63 -1.41 -3.85
H 0.78 -2.96 -4.11
H 2.11 -2.90 -2.92
*
```

Computed properties:
largest force on an atom: 2.734 eV Å⁻¹
Kohn-Sham gap: 4.6914 eV
DFT total energy: -1917.584358 hartree
ΔE to the lowest compared entry with this formula, charge and spin: 0.000 eV
highest occupied orbital energy: 2.05 eV

Here are the natural (NBO) charges for atoms 1 to 6, given in e:
1 In 1.749
2 P 2.477
3 O -1.249
4 O -1.213
5 O -1.175
6 O -1.256

=====

[3]
Below is a structure of composition C28H40N10OPtS, with properties calculated with the ωB97M-V functional and the def2-TZVPD basis.

ORCA input file:
```
! RIJCOSX wB97M-V def2-TZVPD def2/J DEFGRID3
* xyz 2 3
Pt 0.59 0.33 0.14
N 3.85 -0.69 1.25
C 4.01 0.64 1.27
N 5.23 1.09 1.53
C 5.38 2.41 1.49
N 6.58 2.92 1.76
N 4.39 3.29 1.19
C 3.23 2.73 0.97
N 2.92 1.43 1.00
C 2.15 3.70 0.60
C 2.34 4.94 0.20
C 1.24 5.84 -0.16
C -0.02 5.46 -0.07
C -0.42 4.09 0.36
N 0.78 3.18 0.65
H 4.65 -1.25 1.49
H 2.94 -1.11 1.17
H 7.35 2.30 1.97
H 6.72 3.91 1.73
H 3.37 5.29 0.16
H 1.49 6.85 -0.48
H -0.83 6.15 -0.29
H -1.08 4.10 1.22
C -3.59 4.50 -0.78
N -3.37 3.07 -0.91
N -2.21 2.46 -0.43
C -2.47 1.09 -0.36
O -1.65 0.24 0.06
C -3.81 0.90 -0.77
C -4.32 2.13 -1.07
C -5.71 2.51 -1.46
C -0.93 3.10 -0.75
C 0.33 2.28 -0.48
C 1.15 1.78 -1.49
C 0.67 1.86 -2.84
C -0.29 2.84 -3.15
C -0.94 3.56 -2.18
H -2.85 4.93 -0.11
H -4.57 4.68 -0.34
H -3.54 5.01 -1.75
H -4.32 -0.04 -0.80
H -6.28 1.61 -1.69
H -5.72 3.16 -2.33
H -6.22 3.02 -0.64
H 0.66 2.68 1.54
H 2.21 1.64 -1.33
H 1.17 1.32 -3.63
H -0.46 3.09 -4.19
H -1.53 4.42 -2.45
C 0.66 -3.14 -2.33
C -0.60 -3.94 -2.67
C -1.89 -3.42 -2.04
C -1.96 -3.55 -0.52
N -1.15 -2.51 0.11
C -0.49 -2.59 1.25
S 0.58 -1.31 1.79
N -0.60 -3.67 2.00
C 0.14 -3.96 3.23
C 0.10 -5.46 3.53
C 1.05 -6.32 2.70
C 0.70 -6.44 1.22
H 1.51 -3.48 -2.92
H 0.94 -3.22 -1.28
H 0.52 -2.07 -2.55
H -0.45 -4.98 -2.38
H -0.73 -3.95 -3.75
H -2.74 -3.97 -2.46
H -2.05 -2.37 -2.31
H -1.58 -4.53 -0.23
H -3.00 -3.47 -0.17
H -1.17 -1.60 -0.32
H -1.25 -4.38 1.70
H -0.30 -3.39 4.05
H 1.17 -3.63 3.11
H -0.93 -5.81 3.41
H 0.33 -5.58 4.59
H 1.07 -7.32 3.14
H 2.07 -5.93 2.80
H -0.32 -6.84 1.09
H 1.38 -7.13 0.71
H 0.76 -5.49 0.70
*
```

Computed properties:
largest force on an atom: 0.479 eV Å⁻¹
Kohn-Sham gap (spin up / spin down): 7.1252 / 7.0673 eV
DFT total energy: -2230.730695 hartree
ΔE to the lowest compared entry with this formula, charge and spin: 1.723 eV
highest occupied orbital energy (spin up / spin down): -12.86 / -13.89 eV

Here are the Löwdin charges for atoms 1 to 6, given in e:
1 Pt 0.865
2 N 0.177
3 C -0.426
4 N 0.186
5 C -0.418
6 N 0.199